ORCA calculation (ωB97M-V/def2-TZVPD) on the molecule C7H11F at a distorted geometry.

Its orbital gap is 11.248 eV. The calculation puts the total energy at -373.14635 a.u. Its HOMO energy is -10.2 eV. The value obtained for the energy above the lowest of the compared OMol25 structures with the same formula, charge and spin is 0.573 eV. The LUMO energy is 1.1 eV. As for the SMILES: F[C@@H]1CCCC12CC2.

CARTESIAN COORDINATES (ANGSTROEM)
1 F -1.52 -0.21 -1.04
2 C 0.54 1.03 0.97
3 C -0.57 -0.84 -0.14
4 C 1.17 0.32 -1.65
5 C -0.91 0.87 1.53
6 C 1.95 -0.59 -0.74
7 C 0.67 0.06 -0.25
8 C -1.16 -0.63 1.27
9 H -0.98 1.16 2.61
10 H -0.41 -1.21 1.91
11 H -1.60 1.50 0.97
12 H 1.28 0.66 1.73
13 H -0.43 -1.84 -0.45
14 H 1.95 -1.64 -0.98
15 H 0.60 -0.18 -2.39
16 H 2.89 -0.25 -0.21
17 H 0.73 2.06 0.72
18 H -2.22 -0.99 1.47
19 H 1.67 1.24 -2.00

ORCA calculation (ωB97M-V/def2-TZVPD) on a cluster of 4 separate species, C11H18IN2O9 in total at a distorted geometry.

Its orbital gap is 3.478 eV. The calculation puts the total energy at -1514.24610 a.u. Its HOMO energy is -1.8 eV. The LUMO energy is 1.7 eV. As for the net charge: -1.

CARTESIAN COORDINATES (ANGSTROEM)
1 I 3.55 3.83 2.07
2 O 0.71 -4.14 -1.70
3 O 3.64 -0.30 0.22
4 O -4.45 0.90 -3.50
5 O 1.79 0.64 1.18
6 O -0.95 -2.57 -1.73
7 O -3.86 0.42 -1.34
8 O -0.02 -3.17 0.23
9 O -4.45 -1.24 -2.80
10 O 2.24 0.92 -1.04
11 N 3.51 3.77 4.14
12 N 2.28 2.22 5.57
13 C -0.02 -3.36 -1.12
14 C -4.22 0.06 -2.45
15 C -5.06 -1.22 -4.08
16 C 2.50 0.44 0.21
17 C -1.74 -1.99 -0.70
18 C 4.03 -0.49 -1.13
19 C 2.10 3.40 4.64
20 C 3.39 0.66 -1.83
21 C -0.84 -2.04 0.49
22 C 1.56 0.98 5.09
23 C -4.62 0.09 -4.65
24 H -5.37 0.52 -5.32
25 H 0.39 1.03 5.17
26 H -2.64 -2.59 -0.57
27 H 4.02 1.56 -1.84
28 H 1.36 3.18 3.73
29 H 1.65 4.37 5.16
30 H 2.09 2.45 6.57
31 H -6.15 -1.28 -3.95
32 H -2.03 -0.97 -0.97
33 H 1.80 0.76 3.94
34 H -4.73 -2.07 -4.68
35 H -1.39 -2.17 1.42
36 H -0.20 -1.15 0.57
37 H 3.65 -1.45 -1.48
38 H 3.11 0.42 -2.86
39 H 1.91 0.04 5.74
40 H 5.12 -0.48 -1.22
41 H -3.67 0.01 -5.18

ORCA calculation (ωB97M-V/def2-TZVPD) on a structure of composition Cl2Na4O8 at a distorted geometry.

Its orbital gap is 3.415 eV. The calculation puts the total energy at -2170.44014 a.u. Its HOMO energy is -12.0 eV. The value obtained for the energy above the lowest of the compared OMol25 structures with the same formula, charge and spin is 2.575 eV. The LUMO energy is -8.6 eV. As for the net charge: +2.

CARTESIAN COORDINATES (ANGSTROEM)
1 Cl 0.43 1.86 -2.76
2 Cl 0.24 -0.98 1.36
3 Na -1.66 -1.90 -2.07
4 Na 3.17 -2.32 3.77
5 Na -1.36 0.06 4.38
6 Na -3.55 -0.10 1.21
7 O -0.35 2.03 -1.46
8 O -0.14 -1.79 0.21
9 O 0.23 0.52 -3.25
10 O 0.62 0.32 0.75
11 O -0.96 -0.80 2.12
12 O 1.26 -1.59 2.13
13 O 1.94 1.90 -2.58
14 O 0.13 2.80 -3.81

ORCA calculation (ωB97M-V/def2-TZVPD) on a cluster of 3 separate species, C2H12N2O2 in total.

Its orbital gap is 10.052 eV. The calculation puts the total energy at -343.37619 a.u. Its HOMO energy is -9.3 eV. The value obtained for the energy above the lowest of the compared OMol25 structures with the same formula, charge and spin is 0.461 eV. The LUMO energy is 0.8 eV. As for the SMILES: NCCN.O.O.

CARTESIAN COORDINATES (ANGSTROEM)
1 O 0.53 -2.52 -0.26
2 O -1.83 -1.34 -1.45
3 N 1.84 0.41 1.47
4 N -1.07 1.56 -0.51
5 C 0.52 1.01 1.29
6 C 0.36 1.55 -0.12
7 H -0.44 -2.58 -0.19
8 H -2.56 -0.73 -1.61
9 H 1.84 -0.14 2.32
10 H 0.87 0.96 -0.87
11 H 1.97 -0.28 0.72
12 H 0.80 2.55 -0.16
13 H -1.14 -0.69 -1.22
14 H -1.62 2.19 0.08
15 H 0.42 1.82 2.00
16 H -1.13 1.99 -1.43
17 H 0.61 -2.50 -1.23
18 H -0.29 0.31 1.48

ORCA calculation (ωB97M-V/def2-TZVPD) on a structure of composition C6H25HfO12S at a distorted geometry.

Its orbital gap is 5.853 eV. The calculation puts the total energy at -1592.78051 a.u. Its HOMO energy is -4.7 eV. The LUMO energy is 1.1 eV. As for the net charge: -1.

CARTESIAN COORDINATES (ANGSTROEM)
1 Hf -0.49 1.91 -0.15
2 S -2.94 3.53 1.91
3 O 0.42 2.18 2.80
4 O -2.03 2.43 1.39
5 O -4.31 3.12 1.55
6 O -2.53 4.69 1.10
7 O -2.81 0.68 -0.34
8 O 1.88 2.00 0.03
9 O 0.45 -0.75 3.49
10 O -2.81 3.76 3.34
11 O -0.45 0.39 -1.97
12 O -0.28 0.11 1.07
13 O -2.36 -1.74 1.28
14 O -0.85 -3.75 0.18
15 C 3.67 0.92 -1.25
16 C 2.99 0.11 1.02
17 C -1.71 -1.46 -3.06
18 C -0.48 -0.97 -2.27
19 C 3.09 1.35 0.10
20 C 0.76 -1.40 -3.04
21 H -1.62 -1.10 1.22
22 H 0.73 -0.97 -4.05
23 H -1.07 -4.65 -0.07
24 H 4.53 0.32 -0.94
25 H 0.07 -0.74 0.77
26 H 2.37 -0.76 0.79
27 H 3.88 1.98 0.53
28 H -2.66 -1.14 -2.63
29 H 0.77 -2.47 -3.30
30 H 0.13 -0.44 2.61
31 H 0.54 2.64 3.64
32 H 4.16 1.72 -1.82
33 H 0.21 -1.68 3.52
34 H -1.64 -1.04 -4.07
35 H 0.43 1.25 3.03
36 H -1.70 -2.55 -3.06
37 H -3.66 1.14 -0.38
38 H -0.49 -1.58 -1.36
39 H -3.02 -0.26 -0.39
40 H -0.55 -3.34 -0.65
41 H 1.73 -1.27 -2.56
42 H -2.09 -2.49 0.71
43 H 2.69 0.35 2.04
44 H 3.05 0.34 -1.93
45 H 3.98 -0.35 1.16

ORCA calculation (ωB97M-V/def2-TZVPD) on a cluster of 2 separate species, C5H11O2 in total at a distorted geometry.

Its orbital gap (spin up / spin down) is 11.623 / 7.497 eV. The calculation puts the total energy at -347.50334 a.u. Its HOMO energy (spin up / spin down) is -10.8 / -10.7 eV. The value obtained for the energy above the lowest of the compared OMol25 structures with the same formula, charge and spin is 0.401 eV. The LUMO energy (spin up / spin down) is 0.8 / -3.2 eV. The spin multiplicity is 2.

CARTESIAN COORDINATES (ANGSTROEM)
1 O 2.89 2.15 1.04
2 O 2.37 -0.03 0.69
3 C -1.61 -0.48 -0.26
4 C 2.29 1.39 -1.15
5 C -0.29 -1.04 0.30
6 C 2.54 1.21 0.38
7 C -2.75 -0.77 0.71
8 H 1.87 2.37 -1.31
9 H 1.70 0.61 -1.61
10 H -1.89 -0.85 -1.25
11 H -1.40 0.58 -0.40
12 H 3.31 1.36 -1.54
13 H -3.77 -0.74 0.34
14 H -0.47 -2.07 0.60
15 H -2.61 -1.84 0.92
16 H -0.09 -0.51 1.22
17 H 0.57 -1.06 -0.36
18 H -2.65 -0.28 1.68